(1)
Density functional theory data (ωB97M-V/def2-TZVPD) for the molecule C2H5N3S2.

Calculated values
**Lowest unoccupied orbital energy**: -0.44 eV
**Total charge**: 0
**SMILES string**: N/N=C\NSC=S

Each line ends with the Mulliken charge.
Cartesian coordinates (Å):
C  1.098  -0.693  -0.929  0.037
C  -2.017  0.166  0.775  -0.061
H  1.078  0.895  0.602  0.204
H  1.553  2.014  -0.373  0.295
H  1.470  -1.580  -1.313  0.410
H  0.180  -1.916  0.315  0.302
H  -3.247  0.324  1.008  0.252
N  0.839  1.358  -0.385  -0.439
N  1.665  0.419  -1.133  -0.427
N  -0.062  -0.854  -0.038  -0.372
S  -1.679  -0.752  -0.579  0.054
S  -0.878  0.617  2.051  -0.256


(2)
Density functional theory data (ωB97M-V/def2-TZVPD) for the molecule C2H5N3S3.

Calculated values
**Lowest unoccupied orbital energy**: 0.15 eV
**Total charge**: 0
**SMILES string**: S=C(NS)N/C=N\S

Each line ends with the Mulliken charge.
Cartesian coordinates (Å):
C  -0.546  -0.430  0.536  0.369
C  0.649  1.195  -0.899  -0.007
H  -0.565  -1.108  3.283  0.155
H  0.516  0.875  1.647  0.308
H  -0.118  -0.692  -1.326  0.190
H  0.400  2.004  -0.225  0.444
H  2.691  1.209  -3.764  0.165
N  -0.352  0.406  1.586  -0.368
N  0.045  0.000  -0.584  -0.231
N  1.400  1.489  -1.888  -0.395
S  -1.095  0.126  3.102  -0.115
S  -1.553  -1.754  0.402  -0.351
S  1.949  0.369  -2.956  -0.166


(3)
Density functional theory data (ωB97M-V/def2-TZVPD) for a cluster of 2 separate species, C2H5N4O3P in total.

Calculated values
**Lowest unoccupied orbital energy**: 0.36 eV
**Total charge**: 0
**SMILES string**: Nn1nncc1O.O=PO

Each line ends with the Mulliken charge.
Cartesian coordinates (Å):
C  -0.934  1.725  -0.099  -0.764
C  -0.334  0.618  -0.645  0.812
N  -2.067  1.280  0.483  -0.266
N  -2.197  0.015  0.309  -0.761
N  -1.119  -0.395  -0.328  1.079
N  -0.921  -1.606  -0.933  -0.913
O  0.849  0.440  -1.255  -0.475
O  3.091  0.429  1.442  -0.435
O  0.793  -0.739  1.187  -0.437
P  2.131  -0.599  0.631  0.471
H  -0.529  2.642  0.109  0.447
H  -1.800  -1.899  -1.113  0.283
H  -0.473  -2.370  -0.266  0.251
H  0.639  -0.354  -1.820  0.377
H  2.871  0.814  2.296  0.331


(4)
Density functional theory data (ωB97M-V/def2-TZVPD) for the molecule C2H5N4P3.

Calculated values
**Lowest unoccupied orbital energy (alpha / beta)**: -1.58 / -1.58 eV
**Total charge**: 0
**SMILES string**: C1CN1P1N=NN=P#[PH]1

Each line ends with the Mulliken charge.
Cartesian coordinates (Å):
C  2.087  -0.769  -0.597  -0.380
C  0.883  -1.561  -0.548  -0.261
N  -0.971  0.911  2.046  -0.269
N  -0.146  0.646  1.206  0.126
N  -1.844  1.869  2.099  -0.122
N  0.852  -0.296  -1.252  -0.450
P  -2.902  2.163  0.899  0.183
P  -2.064  1.276  -0.944  -0.086
P  0.044  1.343  -0.290  0.182
H  2.383  -0.339  0.377  0.234
H  2.911  -0.977  -1.258  0.245
H  0.934  -2.454  -1.282  0.225
H  0.443  -1.841  0.395  0.278
H  -2.611  0.028  -0.851  0.095


(5)
Density functional theory data (ωB97M-V/def2-TZVPD) for the molecule C2H5N5.

Calculated values
**Lowest unoccupied orbital energy**: 0.73 eV
**Total charge**: 0
**SMILES string**: Nc1n[nH]c(N)n1

Each line ends with the Mulliken charge.
Cartesian coordinates (Å):
C  -1.178  0.003  -0.208  0.479
C  0.962  -0.082  -0.333  0.478
H  -3.168  0.217  0.160  0.264
H  -2.555  -1.333  0.416  0.259
H  1.222  2.035  0.010  0.282
H  2.769  0.129  0.531  0.263
H  2.380  -1.459  0.413  0.298
N  -2.469  -0.441  -0.125  -0.466
N  -0.744  1.217  -0.160  -0.754
N  0.612  1.157  -0.184  0.157
N  2.267  -0.543  -0.145  -0.591
N  -0.097  -0.899  -0.376  -0.668


(6)
Density functional theory data (ωB97M-V/def2-TZVPD) for the molecule C2H5N5O.

Calculated values
**Lowest unoccupied orbital energy**: 0.47 eV
**Total charge**: 0
**SMILES string**: [H]/N=c1\[nH]/c(=N\[H])n(N)o1

Each line ends with the Mulliken charge.
Cartesian coordinates (Å):
C  -1.157  -1.039  -0.283  0.451
C  0.757  0.016  0.491  0.213
H  1.059  2.392  -1.473  0.272
H  0.093  2.575  -0.169  0.206
H  -2.185  -2.520  0.200  0.221
H  0.183  -1.809  1.169  0.283
H  2.188  -0.042  1.711  0.232
N  0.249  1.934  -0.974  -0.572
N  0.290  0.646  -0.767  0.273
N  -2.200  -1.748  -0.451  -0.628
N  -0.138  -0.971  0.654  -0.093
N  1.837  0.434  0.893  -0.555
O  -0.976  0.131  -1.001  -0.304


(7)
Density functional theory data (ωB97M-V/def2-TZVPD) for the molecule C2H5N5O.

Calculated values
**Lowest unoccupied orbital energy**: 0.57 eV
**Total charge**: 0
**SMILES string**: N/N=c1/[nH]nc(N)o1

Each line ends with the Mulliken charge.
Cartesian coordinates (Å):
C  0.724  0.364  0.144  0.450
C  -1.455  -0.143  0.097  0.475
H  3.791  -0.481  -0.257  0.304
H  2.619  -1.243  0.900  0.252
H  0.215  2.245  -0.345  0.258
H  -3.362  -0.819  -0.706  0.291
H  -2.252  -1.885  0.603  0.285
N  2.727  -0.880  -0.240  -0.552
N  2.065  0.360  -0.114  -0.393
N  -0.202  1.463  0.074  0.025
N  -1.532  1.095  -0.046  -0.576
N  -2.345  -1.164  -0.258  -0.498
O  -0.203  -0.657  0.305  -0.322


(8)
Density functional theory data (ωB97M-V/def2-TZVPD) for the molecule C2H5N5O.

Calculated values
**Lowest unoccupied orbital energy**: -0.18 eV
**Total charge**: 0
**SMILES string**: CNn1[nH]nnc1=O

Each line ends with the Mulliken charge.
Cartesian coordinates (Å):
C  -1.412  1.945  0.706  -0.757
C  -0.364  -0.673  -0.640  0.466
H  -1.379  2.956  0.971  0.339
H  -1.922  1.353  1.419  0.303
H  -2.121  2.026  -0.184  0.251
H  0.498  2.088  -0.030  0.230
H  1.574  -0.210  1.651  0.295
N  -0.065  1.463  0.545  -0.359
N  0.130  0.170  0.397  0.438
N  1.421  -0.262  0.657  -0.156
N  1.471  -1.491  0.067  -0.258
N  0.479  -1.736  -0.698  -0.261
O  -1.255  -0.358  -1.375  -0.530


(9)
Density functional theory data (ωB97M-V/def2-TZVPD) for the molecule C2H5N5S.

Calculated values
**Lowest unoccupied orbital energy**: 0.08 eV
**Total charge**: 0
**SMILES string**: N/N=c1/cn[nH]n1S

Each line ends with the Mulliken charge.
Cartesian coordinates (Å):
C  0.135  -0.543  -0.143  0.665
C  1.399  -1.004  -0.574  -0.213
H  -3.094  -1.104  -0.256  0.270
H  -2.171  -0.433  1.290  0.279
H  1.706  -1.999  -1.102  0.366
H  2.533  1.159  1.063  0.237
H  -1.651  1.802  -0.223  0.161
N  -2.065  -0.534  0.123  -0.589
N  -0.970  -1.097  -0.281  -0.374
N  2.369  -0.160  -0.285  -0.429
N  1.895  0.961  0.305  -0.093
N  0.366  0.800  0.576  -0.197
S  -0.452  2.154  -0.493  -0.084


(10)
Density functional theory data (ωB97M-V/def2-TZVPD) for a cluster of 2 separate species, C2H5NO in total.

Calculated values
**Lowest unoccupied orbital energy**: 0.81 eV
**Total charge**: 0
**SMILES string**: C=N.C=O

Each line ends with the Mulliken charge.
Cartesian coordinates (Å):
C  -0.653  -1.125  -0.544  -0.228
N  -1.604  -1.013  0.279  -0.487
H  -0.502  -2.112  -1.009  0.229
H  -0.065  -0.332  -0.997  0.223
H  -2.355  -1.671  0.089  0.262
O  1.561  1.811  -0.601  -0.388
C  1.287  1.577  0.539  -0.097
H  1.646  0.654  1.035  0.250
H  0.685  2.212  1.209  0.237


(11)
Density functional theory data (ωB97M-V/def2-TZVPD) for a cluster of 2 separate species, C2H5NO in total.

Calculated values
**Lowest unoccupied orbital energy**: 0.48 eV
**Total charge**: 0
**SMILES string**: C=N.C=O

Each line ends with the Mulliken charge.
Cartesian coordinates (Å):
C  1.348  -0.063  0.714  -0.303
N  2.244  0.329  -0.147  -0.469
H  0.355  0.471  0.994  0.230
H  1.523  -1.052  1.109  0.297
H  1.966  1.298  -0.593  0.242
O  -2.806  -0.943  -0.197  -0.399
C  -1.886  -0.234  -0.523  -0.048
H  -1.836  0.889  -0.486  0.240
H  -0.908  -0.694  -0.870  0.210


(12)
Density functional theory data (ωB97M-V/def2-TZVPD) for the molecule C2H5NO.

Calculated values
**Lowest unoccupied orbital energy**: 0.89 eV
**Total charge**: 0
**SMILES string**: CNC=O

Each line ends with the Mulliken charge.
Cartesian coordinates (Å):
C  -1.002  0.114  0.446  -0.741
N  0.158  0.427  -0.366  -0.140
C  1.259  -0.363  -0.317  0.043
O  1.418  -1.262  0.485  -0.555
H  -0.813  0.308  1.506  0.239
H  -1.844  0.728  0.117  0.317
H  -1.258  -0.944  0.333  0.260
H  0.079  1.103  -1.109  0.244
H  2.002  -0.112  -1.096  0.333


Electronic energy list, top to bottom, in a.u.: -1039.6712; -1437.9983; -865.2609; -1322.1136; -352.9801; -428.1315; -428.0838; -428.1066; -750.9770; -209.1127; -209.1194; -209.2045